Entry 1:
The following is a quantum chemistry calculation of a single C5H11NO molecule, from the OMol25 dataset.

```
18
Properties=species:S:1:pos:R:3:forces:R:3
C 1.470 1.594 -0.224 -0.027 0.059 0.006
C 1.786 0.212 0.330 0.184 -0.031 -0.146
C 0.713 -0.324 1.272 -0.242 -0.016 0.271
N -0.645 -0.259 0.740 0.078 -0.024 -0.148
C -1.132 -1.208 -0.109 0.037 -0.022 -0.045
C -2.498 -0.906 -0.701 -0.044 -0.042 0.003
O -0.512 -2.223 -0.385 -0.158 0.309 0.072
H 2.262 1.938 -0.896 -0.115 0.000 0.096
H 0.534 1.574 -0.792 0.145 0.061 0.045
H 1.362 2.328 0.584 0.018 -0.046 -0.116
H 1.925 -0.493 -0.499 -0.114 0.074 0.144
H 2.740 0.235 0.874 -0.180 -0.021 -0.051
H 0.922 -1.372 1.491 -0.045 0.074 0.081
H 0.697 0.233 2.222 0.145 -0.127 -0.263
H -1.176 0.588 0.869 0.097 -0.179 -0.040
H -2.375 -0.615 -1.749 0.020 -0.059 0.166
H -3.030 -0.106 -0.175 0.105 -0.124 -0.068
H -3.101 -1.817 -0.677 0.093 0.111 -0.005
```
Forces are in eV/Å.

Summary:
LUMO energy (eV): 0.867
Kohn-Sham gap (eV): 10.437
Electronic energy (eV): -8901.6478
HOMO (eV): -9.570
Energy above the lowest of the compared OMol25 structures with the same formula, charge and spin (kJ/mol): 4.78
Maximum force (eV/A): 0.36
Structure (SMILES): CCCNC(C)=O


Entry 2:
The following is a quantum chemistry calculation of 11 unconnected molecules or ions with the total composition H22O11, from the OMol25 dataset.

```
33
Properties=species:S:1:pos:R:3:forces:R:3
O -3.009 -0.008 2.850 -0.096 0.157 -0.401
H -2.735 -0.869 3.168 0.033 -0.255 0.114
H -2.389 0.603 3.249 0.144 0.167 0.245
O -3.284 -1.964 -2.815 -0.259 -0.072 0.022
H -2.631 -2.115 -3.499 0.158 -0.031 -0.218
H -2.784 -1.602 -2.083 0.091 0.137 0.191
O 0.062 -0.689 6.172 -0.289 -0.106 0.090
H 0.485 -0.940 5.351 0.186 -0.098 -0.306
H 0.601 0.027 6.510 0.141 0.196 0.085
O 0.918 3.361 -3.702 0.268 0.048 -0.004
H 0.074 3.218 -4.130 -0.268 -0.100 -0.238
H 0.726 3.302 -2.766 -0.041 0.012 0.231
O 3.016 0.842 3.761 -0.099 0.080 0.242
H 3.247 -0.079 3.642 0.076 -0.242 0.024
H 2.936 1.186 2.872 -0.017 0.145 -0.247
O -2.940 1.571 -0.655 0.326 -0.008 -0.315
H -2.674 1.270 0.214 -0.085 -0.148 0.371
H -3.792 1.984 -0.515 -0.242 0.066 0.029
O 0.410 -0.185 -0.121 0.278 -0.042 -0.112
H 0.153 -0.569 0.718 -0.053 -0.180 0.320
H -0.344 0.341 -0.386 -0.209 0.170 -0.202
O 4.209 0.656 -1.800 0.182 -0.183 0.165
H 4.335 1.605 -1.808 0.064 0.236 -0.045
H 3.283 0.535 -2.007 -0.272 -0.062 -0.113
O 1.136 -2.336 2.939 -0.136 0.344 0.092
H 1.879 -2.367 2.336 0.222 -0.002 -0.181
H 0.872 -3.250 3.043 -0.113 -0.270 0.074
O -2.587 1.803 -4.887 0.308 0.036 -0.085
H -2.752 1.943 -3.955 -0.066 -0.076 0.325
H -3.403 2.057 -5.317 -0.191 0.037 -0.161
O 2.174 -3.074 -2.483 -0.123 -0.026 -0.170
H 2.098 -2.463 -1.751 -0.079 0.262 0.168
H 2.711 -3.790 -2.143 0.161 -0.193 0.008
```
Forces are in eV/Å.

Summary:
LUMO energy (eV): -0.350
Kohn-Sham gap (eV): 11.007
Electronic energy (eV): -22879.1785
HOMO (eV): -11.358
Energy above the lowest of the compared OMol25 structures with the same formula, charge and spin (kJ/mol): 225.33
Maximum force (eV/A): 0.45
Structure (SMILES): O.O.O.O.O.O.O.O.O.O.O